The following is a DFT calculation (the ωB97M-V functional and the def2-TZVPD basis) of 15 unconnected molecules or ions with the total composition C30H90O15 in a non-equilibrium geometry.

```
135
C30H90O15, DFT the ωB97M-V functional and the def2-TZVPD basis
C 3.99198 1.71783 4.78898
C 4.01290 0.75264 3.59505
O 3.03008 -0.27314 3.84485
H 4.45773 1.32023 5.69069
H 2.96952 2.01919 5.01671
H 4.56674 2.59172 4.48230
H 5.00168 0.31066 3.47224
H 3.77041 1.28839 2.67729
H 3.53472 -1.02674 4.15952
C 0.69993 0.98181 -4.95461
C 1.68086 2.10164 -5.46571
O 1.34019 2.29158 -6.79348
H 0.92438 0.79691 -3.90412
H 0.84395 0.04114 -5.48611
H -0.33676 1.30806 -5.03790
H 2.67677 1.67253 -5.35557
H 1.62115 3.01597 -4.87535
H 2.09590 2.75769 -7.15849
C -0.98352 0.53615 4.32569
C -0.01339 -0.45360 5.03595
O 1.05407 0.31352 5.49104
H -0.49255 1.01878 3.48064
H -1.46960 1.32783 4.89583
H -1.80056 -0.01926 3.86519
H 0.31569 -1.17793 4.29087
H -0.52039 -0.94201 5.86810
H 1.77596 0.17370 4.87383
C -2.87352 2.83377 1.93837
C -2.81730 4.32527 1.86063
O -2.19711 4.77255 3.09514
H -3.59631 2.60577 2.72176
H -1.90883 2.41962 2.23155
H -3.20453 2.36869 1.00981
H -3.81225 4.76987 1.88300
H -2.27724 4.71199 0.99642
H -1.97106 5.69826 2.97871
C 1.04254 -5.19355 0.05832
C -0.41371 -5.00366 0.57246
O -1.41075 -5.04477 -0.41465
H 1.70061 -4.85239 0.85748
H 1.21395 -4.58799 -0.83164
H 1.15756 -6.24600 -0.20096
H -0.54425 -3.99372 0.96115
H -0.71644 -5.68296 1.36933
H -2.03407 -4.37336 -0.12781
C -2.26139 -3.11674 3.81502
C -3.77942 -3.06141 3.92525
O -4.18886 -2.35284 5.08831
H -1.82790 -3.46789 4.75144
H -1.83598 -2.14680 3.55745
H -1.97891 -3.87237 3.08199
H -4.23957 -4.04889 3.89033
H -4.23572 -2.57450 3.06338
H -5.14108 -2.46456 5.13732
C 3.98634 3.45219 -0.60206
C 3.02308 4.05014 -1.66264
O 2.35209 5.17903 -1.14298
H 4.77815 2.93170 -1.14078
H 3.61217 2.60914 -0.02121
H 4.39537 4.25868 0.00651
H 2.19210 3.41613 -1.97180
H 3.62595 4.24182 -2.55028
H 1.75131 5.50722 -1.81601
C -0.13604 -0.79676 0.43458
C 0.74559 0.39088 0.59304
O 0.90728 0.94571 -0.68304
H 0.38946 -1.60973 -0.06645
H -0.95404 -0.61290 -0.26195
H -0.55251 -1.17776 1.36705
H 1.71012 0.16193 1.04623
H 0.32663 1.15363 1.24938
H 1.73076 0.59070 -1.02575
C -5.61546 0.33418 -2.87181
C -4.78633 0.06792 -1.58024
O -3.52678 -0.52820 -1.81394
H -6.65764 0.57316 -2.66001
H -5.60030 -0.42901 -3.64989
H -5.18664 1.18285 -3.40470
H -5.30589 -0.66621 -0.96446
H -4.58334 0.98589 -1.02867
H -2.87606 0.13101 -2.06612
C 4.57342 -1.39167 0.94243
C 4.19887 -2.78202 0.46027
O 3.63194 -2.82447 -0.85767
H 5.18269 -1.39491 1.84625
H 3.70536 -0.74960 1.09181
H 5.10670 -0.85073 0.16070
H 3.60370 -3.30134 1.21140
H 5.13655 -3.33168 0.37832
H 3.41540 -3.74311 -1.03323
C -1.52430 -2.44220 -3.58457
C -0.77575 -3.73068 -3.80739
O -0.82604 -4.08733 -5.18179
H -2.53463 -2.50026 -3.98951
H -1.03120 -1.61924 -4.10198
H -1.57223 -2.13831 -2.53890
H -1.24651 -4.57149 -3.29795
H 0.25450 -3.73363 -3.45149
H -1.74485 -4.09281 -5.45992
C -2.81354 3.10070 -2.80814
C -1.42035 2.79288 -2.27530
O -1.51489 1.41332 -1.93988
H -2.81330 4.10165 -3.23964
H -3.58720 2.98634 -2.04888
H -3.11241 2.39953 -3.58732
H -1.34374 3.34357 -1.33777
H -0.63543 3.15947 -2.93682
H -0.78667 1.24207 -1.33824
C -4.61881 -3.99756 -1.42149
C -4.45689 -3.54926 0.03300
O -3.21042 -2.89571 0.18720
H -3.79201 -4.64755 -1.70791
H -4.64471 -3.10242 -2.04291
H -5.46818 -4.67222 -1.52867
H -4.58178 -4.45600 0.62488
H -5.22805 -2.83101 0.31146
H -3.21520 -2.12050 -0.37904
C 1.21914 4.02661 3.62336
C 1.53512 3.94291 2.12168
O 2.13348 5.20002 1.88907
H 2.07218 4.33663 4.22693
H 1.03158 2.99560 3.92325
H 0.36188 4.67116 3.81770
H 0.60528 3.86365 1.55845
H 2.18419 3.08549 1.94386
H 2.36134 5.34871 0.96843
C 3.98217 -0.67354 -3.67630
C 4.22382 0.08275 -2.36846
O 3.12574 -0.15754 -1.51484
H 4.84646 -0.53170 -4.32512
H 3.00998 -0.37856 -4.07119
H 3.93546 -1.76148 -3.62839
H 4.42785 1.15313 -2.39588
H 5.14239 -0.29687 -1.92103
H 3.15026 -1.09881 -1.32778
```

Output
HOMO energy (eV): -9.31
Frontier orbital gap (eV): 9.6
Maximum force (eV Å⁻¹): 3.0
E (hartree): -2325.4149
Energy relative to the best compared isomer or geometry (same formula, charge and spin) (kJ/mol): 535.09